C47H111N5O11 | wB97M-V/def2-TZVPD

Properties
**Calculated total energy**: -80502.539 eV
**ΔE to the lowest compared entry with this formula, charge and spin**: 0.955 eV
**Kohn-Sham gap**: 8.528 eV

ORCA input file:
```
! wB97M-V def2-TZVPD RIJCOSX def2/J DEFGRID3
* xyz 0 1
O 21.5576 21.7958 16.8511
O 21.4960 10.8514 15.6703
O 11.1164 19.5803 18.4518
O 26.5748 9.9978 16.2473
O 14.9856 15.1676 14.5861
O 19.2130 13.3396 21.4331
O 15.3502 15.1185 19.6105
O 16.7107 17.3225 14.4208
O 21.0029 14.7505 12.5822
O 16.9737 19.2542 12.1362
O 18.8966 15.7937 15.2292
N 23.6880 9.3972 16.8525
N 17.2209 18.2292 11.2117
N 20.5413 13.1701 21.8002
N 22.5377 20.9019 16.6840
N 13.8217 16.8790 18.3624
C 19.8304 16.2310 17.2962
C 20.2872 11.4569 15.2801
C 26.1634 9.0050 17.1687
C 21.1237 14.3789 22.4069
C 10.4476 19.3946 19.6600
C 24.7924 8.4561 16.7084
C 21.2388 9.8652 16.7296
C 15.8640 18.2340 15.1405
C 21.1286 15.6345 21.4221
C 21.0681 13.1890 19.2749
C 16.3372 14.0661 19.7020
C 22.5690 14.1232 22.8419
C 23.3438 14.7230 12.1839
C 18.6621 18.1719 10.7636
C 22.8512 12.3894 20.9975
C 15.5614 18.9908 9.4248
C 16.7104 19.2749 15.8077
C 16.5907 13.9843 13.3883
C 22.2012 19.4991 18.7710
C 21.1458 19.1873 15.4212
C 22.3951 20.1234 15.4627
C 23.7847 21.6173 18.7391
C 23.4738 13.5975 21.6892
C 17.8059 16.6671 8.7735
C 14.8452 17.3768 11.1697
C 27.9122 10.4791 16.5045
C 16.0481 17.8150 10.3565
C 24.3443 19.4970 17.5480
C 16.3894 16.6051 9.3742
C 21.3016 12.4664 20.6915
C 22.2825 14.8498 13.2269
C 23.1629 20.4222 17.9019
C 22.3319 20.9863 14.2268
C 15.8044 14.0011 14.6418
C 15.9227 16.4129 19.6090
C 20.3205 14.7084 23.6641
C 24.0213 18.4866 16.4334
C 19.5511 17.9274 12.0092
C 14.7026 17.3483 19.4485
C 18.8287 16.9084 9.8428
C 22.3503 8.8105 16.6120
C 20.8515 10.9825 20.6111
C 18.7782 15.4230 16.5717
C 23.6226 19.2824 15.1877
C 19.1506 19.4078 9.9672
C 12.4187 18.9531 18.3464
C 12.4525 17.4141 18.5035
H 18.7599 12.5766 21.7991
H 15.8284 16.7136 8.4459
H 20.8242 15.9850 16.9222
H 16.5841 16.4980 18.7467
H 18.9786 15.9376 10.3153
H 23.9411 10.2558 16.3847
H 17.0809 19.8390 14.9517
H 20.3074 14.8541 13.2357
H 18.0365 15.7768 8.1884
H 25.2823 19.9705 17.2579
H 19.3832 15.1211 23.2910
H 16.4334 14.1884 15.5120
H 22.5714 19.4133 19.7927
H 21.2358 19.9975 18.8585
H 24.5733 18.9786 18.4791
H 19.5712 18.8167 12.6391
H 17.8402 15.6370 17.0842
H 23.0397 22.3257 19.1014
H 20.9180 18.7814 16.4068
H 19.3069 17.1113 12.6892
H 16.6743 13.9633 20.7334
H 20.3417 19.8818 15.1779
H 23.6540 14.4188 20.9955
H 20.0866 12.9230 18.8823
H 15.3014 13.0564 14.8483
H 20.5505 17.7306 11.6209
H 23.3293 15.4782 11.3980
H 15.1916 17.6925 15.8059
H 19.5695 10.6963 14.9724
H 19.0236 14.3613 16.5436
H 22.2460 14.0979 14.0152
H 19.7374 17.0633 9.2612
H 17.2962 13.1656 13.2464
H 20.8610 10.4599 21.5676
H 10.9427 19.7855 20.5490
H 28.6318 9.6645 16.4236
H 13.0103 19.2690 17.4872
H 21.9089 15.5835 20.6628
H 15.9483 13.8013 12.5269
H 23.1737 21.6577 14.0570
H 23.1583 17.9207 16.7840
H 9.5439 20.0028 19.6196
H 19.8946 12.0909 16.0750
H 15.8984 13.0867 19.5119
H 17.4995 18.8380 16.4197
H 14.5845 18.8361 8.9667
H 24.9164 8.1206 15.6788
H 10.1664 18.3596 19.8541
H 21.5269 10.4749 19.9224
H 15.2658 18.8204 14.4432
H 17.1784 14.1950 19.0208
H 18.4336 16.6201 15.0730
H 21.4039 10.3018 17.7146
H 22.1381 8.1082 17.4181
H 18.4800 19.6088 9.1317
H 21.5654 21.7601 14.2703
H 14.0686 16.9882 10.5110
H 17.9203 17.5134 8.0962
H 22.3879 15.7633 13.8120
H 20.2027 19.3448 9.6896
H 14.4203 18.2713 11.6253
H 23.4219 12.1649 20.0963
H 20.2342 9.4437 16.6954
H 22.5318 13.3794 23.6378
H 20.8093 15.4738 24.2670
H 21.8428 12.7925 18.6186
H 12.0525 17.0696 19.4572
H 19.7994 16.0082 18.3627
H 17.0200 17.7629 13.6258
H 23.2608 13.7501 11.6996
H 21.9233 18.4873 18.4758
H 16.5170 16.6245 20.4979
H 26.9361 8.2375 17.2138
H 20.4414 12.1192 14.4282
H 20.1943 15.7749 20.8784
H 22.3748 8.3077 15.6452
H 26.1059 9.4617 18.1567
H 16.1845 19.9927 16.4372
H 24.5758 22.1103 18.1743
H 17.1129 14.9292 13.2385
H 13.0213 19.4350 19.1163
H 15.1098 18.3445 19.2758
H 23.5335 18.5222 14.4118
H 16.7780 19.9707 11.5279
H 22.9888 11.4995 21.6117
H 24.4545 19.9251 14.8996
H 16.2171 19.1927 8.5778
H 15.5288 15.9591 14.5899
H 19.8170 10.9021 20.2771
H 21.1876 14.2698 19.2002
H 22.1233 20.4163 13.3214
H 14.2295 17.4452 20.4257
H 23.1317 14.9415 23.2913
H 24.3699 21.1933 19.5551
H 19.1580 20.3365 10.5379
H 16.2148 15.5833 9.7112
H 24.4315 13.3149 22.1264
H 21.9061 22.6801 16.7164
H 24.3150 14.8432 12.6640
H 19.9754 13.8843 24.2884
H 13.9567 15.8820 18.2739
H 15.1253 16.6299 11.9125
H 24.5067 7.5600 17.2594
H 15.4665 19.8715 10.0600
H 28.2044 11.2219 15.7622
H 28.0855 10.8396 17.5185
H 11.8022 16.9012 17.7947
H 24.8890 17.8454 16.2780
H 21.2865 18.4075 14.6728
H 19.6248 17.2994 17.2304
H 21.3583 16.5365 21.9895
*
```

Atom charges from the Mulliken analysis, given in e for atoms 1 to 6: atom 1 (O): -0.51, atom 2 (O): -0.33, atom 3 (O): -0.40, atom 4 (O): -0.29, atom 5 (O): -0.65, atom 6 (O): -0.21


C47H117N3O23 | wB97M-V/def2-TZVPD

Properties
**Calculated total energy**: -102191.876 eV
**ΔE to the lowest compared entry with this formula, charge and spin**: 0.000 eV
**Kohn-Sham gap**: 8.729 eV

ORCA input file:
```
! wB97M-V def2-TZVPD RIJCOSX def2/J DEFGRID3
* xyz 0 1
O -5.6703 -0.2703 -2.3460
O 4.9678 -1.0641 0.1343
O -0.1703 -7.3164 -0.8775
O -2.0316 -1.0016 -0.8916
O -2.2738 -1.5953 -4.3120
O 2.1339 -3.5838 -3.5865
O 1.7307 -5.1511 -0.4434
O -2.1119 -4.0073 2.0502
O 2.9717 -0.4636 -2.2326
O 4.5980 -1.9965 3.1145
O 3.2708 -2.9531 -0.8403
O -4.1954 -3.2404 -2.6144
O 1.0286 5.0207 -3.4067
O 0.9205 1.9786 4.7571
O -3.6850 0.7576 -4.0508
O 0.5510 -1.2601 -3.5728
O 0.6811 -1.8709 -0.6570
O -4.5025 1.0090 1.6806
O -3.8230 0.9743 -0.7542
O -0.5327 -2.5831 -6.2875
O 1.7541 -6.4446 -2.9094
O -1.5056 -3.3458 -1.8112
O -3.5367 -1.4890 2.7995
N 0.3304 3.1941 4.3490
N 3.7761 -1.4353 4.0870
N -0.3845 5.4099 -3.3365
C -0.9302 -0.1069 -0.9824
C 2.3327 -1.9458 6.5434
C -0.7742 2.9978 -2.8310
C 1.4555 -0.3540 -4.1632
C -4.9630 0.3299 -4.5647
C 2.4699 -3.5294 3.7473
C 1.8725 -1.4316 2.6675
C -0.0372 5.4235 2.7284
C 0.6614 5.5342 4.0660
C 0.2683 7.4315 -2.2565
C 1.6333 4.4116 6.0429
C 2.4232 -1.9730 3.9797
C 2.6164 3.9880 3.7476
C 0.5964 -5.4607 0.4339
C -4.0853 2.2825 -0.2786
C -4.9682 2.0768 0.9422
C 1.8832 -4.6259 -4.4850
C -1.6026 2.0081 3.6459
C -2.7887 -2.2358 -5.5225
C -2.4560 -4.3524 -1.4358
C 5.4074 -2.3094 -0.3706
C -1.1198 4.3233 2.8812
C 5.0866 -2.9316 5.5964
C -1.8100 -2.6170 1.7345
C 0.2316 -0.6135 -0.1754
C -2.6202 4.6345 -3.4715
C -1.7515 -2.0622 -6.6571
C 1.2967 4.2582 4.5043
C -2.1556 -1.5394 2.6688
C 0.3183 -6.9293 0.3907
C -0.5111 2.9396 3.1452
C -5.9637 0.6095 -3.4918
C -3.4961 -4.4476 -2.5367
C 5.6453 -0.4908 5.2630
C 4.5042 -1.5261 5.3937
C -0.5128 6.1004 -2.0730
C 2.2771 0.4449 -3.1041
C 0.0599 5.4421 -0.8230
C -1.1595 4.1816 -3.6939
C -2.0183 6.4522 -1.8995
C 0.2466 2.3822 1.9373
C 3.5846 -1.1303 6.5324
C -0.9902 3.8141 -5.1092
C -2.8578 5.2062 -2.0425
C 1.0302 -5.7110 -3.8898
C 1.5667 -1.6619 5.2396
C 4.3987 -3.3711 -0.0959
H 1.6187 1.0645 -2.4892
H 2.6155 -2.5893 -0.1824
H -2.2107 7.0354 -0.9774
H -6.9377 0.5775 -3.9339
H -0.0750 5.9313 4.8294
H -0.7183 -2.6213 1.5651
H -5.9822 -1.1691 -2.5372
H 1.1292 -1.9617 -3.1263
H -1.7250 4.1768 1.9540
H -4.4939 2.9905 -1.0343
H -3.0636 0.0131 -4.1777
H 0.9030 3.1277 1.4716
H 0.6753 4.4052 6.5914
H -3.7791 -0.5944 3.1073
H 0.8101 -5.1746 1.4570
H 1.4063 6.3342 3.9760
H 1.7025 -4.2204 -0.6923
H -0.1556 6.0556 0.0433
H -5.0489 -0.7433 -4.7676
H 0.9683 1.5601 2.1183
H 5.6879 -2.1875 -1.4447
H -0.5309 -7.0918 1.0364
H -0.2168 -4.8177 0.0460
H 2.5348 4.3735 2.7649
H 2.5529 -3.0302 6.6462
H -2.6897 -3.9555 2.8452
H -4.3743 0.6928 -1.5071
H -0.3614 4.4814 -0.5721
H 6.3319 -0.6993 4.4329
H 0.7216 -2.3174 5.1661
H 2.1254 -0.9516 -4.8292
H 6.3973 -2.5400 0.0907
H 4.8667 -1.3197 2.4682
H -3.3631 3.8688 -3.6806
H 2.5416 -4.1010 4.7002
H -4.2756 -5.1880 -2.3199
H -1.4514 4.5211 -5.7894
H -1.5486 2.1971 -2.9466
H 1.7804 -6.0607 -1.9831
H -0.6047 6.3108 2.4543
H 2.5930 -3.8569 -2.8136
H -2.8224 5.4224 -4.1958
H 1.5759 -3.8461 3.2204
H -1.8419 4.5337 3.6890
H -6.0535 1.9503 0.7244
H -5.2522 0.7715 -5.5145
H 2.9873 1.1074 -3.5926
H 4.3735 -0.6294 -0.5244
H 2.5482 -1.2815 -2.0116
H 0.0590 -5.3102 -3.5263
H -2.8592 -0.4678 -0.9050
H 5.9851 -3.0513 4.9929
H 4.1690 -3.3996 0.9691
H 1.3211 -0.6026 5.1279
H -2.2444 7.1090 -2.7644
H 0.0537 -2.4468 -1.1042
H -1.7333 -0.9904 -6.8263
H -0.1949 -2.0844 -5.5161
H 5.4020 -3.0608 6.6253
H 0.1810 8.1649 -1.4143
H 0.9762 0.4002 -4.7966
H 2.3473 3.7123 6.4181
H -2.1586 -2.5713 -7.5327
H 3.2310 -3.9773 3.1324
H 1.7040 -1.7031 7.3931
H -2.9318 -3.3319 -5.3095
H -3.0254 -4.2504 -0.5007
H 0.8167 -6.3508 -4.7268
H 1.1317 -7.5978 0.7598
H 1.3360 -4.3077 -5.3846
H 2.9831 2.9713 3.7538
H 1.3350 7.2463 -2.3909
H 1.3832 5.4947 -4.1837
H 0.8377 -1.7719 2.5072
H 1.8712 -0.3039 2.6274
H -1.7206 -1.5528 3.7088
H 4.7153 -4.3499 -0.4709
H 0.1717 2.5639 -3.0528
H 1.7703 1.7884 4.3148
H -0.0477 7.8725 -3.2159
H -2.1028 2.3617 4.5492
H -1.7929 -2.4869 -1.4501
H 2.0667 5.3874 6.2728
H 2.4629 -1.8142 1.8425
H -5.8062 1.6249 -3.1224
H 3.3280 -0.0923 6.3321
H -1.4202 2.8740 -5.3959
H -3.7055 -1.7577 -5.7792
H 4.4448 -3.7739 5.3125
H -0.5014 2.0720 1.1752
H 2.8321 -5.0505 -4.8615
H 0.0219 -0.6848 0.8783
H 1.1521 5.2868 -0.8191
H -2.7761 4.5355 -1.1821
H -1.2041 1.0325 3.9681
H -1.2899 0.8643 -0.6335
H -3.0046 -4.6987 -3.4528
H -3.8904 5.5384 -2.0589
H -0.7408 0.0449 -2.0572
H -1.7437 -0.6134 2.2340
H 0.0585 3.6346 -5.3619
H 5.2037 0.4736 5.0100
H 0.5044 -7.6089 -1.4904
H -2.3591 -2.4041 0.8138
H -3.1215 2.6425 0.0766
H 0.5854 5.2874 1.8535
H 6.2840 -0.2468 6.1095
H -2.3923 1.8194 2.8937
H -0.7819 3.1400 -1.7675
H -1.4014 -1.8931 -3.9878
H -4.3586 0.2943 1.0279
H 1.0424 0.1036 -0.2723
H 3.3828 4.5205 4.2683
H -4.8932 3.0179 1.5035
H 4.0810 -1.1471 7.5029
H -3.6042 -2.5717 -3.0144
H -1.8815 -5.2957 -1.3004
*
```

Atom charges from the Mulliken analysis, given in e for atoms 1 to 6: atom 1 (O): -0.60, atom 2 (O): -0.58, atom 3 (O): -0.55, atom 4 (O): 0.41, atom 5 (O): 1.22, atom 6 (O): -0.37


Q: Which formula does entry 1 have?
A: C47H111N5O11


Q: Which of these has the lowest Kohn-Sham gap?
A: C47H111N5O11


Q: Which of these has the lowest calculated total energy?
A: C47H117N3O23